Entry 1:
ORCA calculation (the ωB97M-V functional and the def2-TZVPD basis) on 2 unconnected molecules or ions with the total composition C13H29BNO5.

Structure (ORCA input):
```
! wB97M-V def2-TZVPD RIJCOSX def2/J DEFGRID3
* xyz -1 1
C 0.420 -1.918 -1.650
O 0.310 -0.514 -1.530
C -0.885 0.006 -2.096
C -2.142 -0.406 -1.352
C -3.375 0.380 -1.798
C -4.625 -0.034 -0.996
C -5.849 -0.380 -1.869
B -6.099 -1.922 -2.099
C -4.960 -3.004 -1.930
O -4.645 -3.486 -3.046
O -4.387 -3.173 -0.824
H 1.484 -2.172 -1.664
H -0.064 -2.433 -0.812
H -0.041 -2.276 -2.579
H -0.771 1.097 -2.077
H -0.946 -0.308 -3.150
H -2.349 -1.472 -1.497
H -1.982 -0.236 -0.279
H -3.547 0.205 -2.868
H -3.175 1.454 -1.676
H -4.888 0.767 -0.293
H -4.367 -0.919 -0.407
H -5.753 0.098 -2.859
H -6.767 0.060 -1.451
H -7.182 -2.270 -2.491
C 2.772 1.623 4.656
O 2.915 0.412 3.952
C 1.762 0.031 3.202
C 2.046 0.054 1.719
N 2.264 1.414 1.253
C 2.665 1.512 -0.145
C 4.016 0.931 -0.535
O 5.130 1.618 0.017
C 5.542 1.175 1.292
H 3.675 1.759 5.251
H 2.657 2.483 3.987
H 1.909 1.596 5.330
H 0.927 0.698 3.436
H 1.484 -0.983 3.502
H 1.187 -0.362 1.186
H 2.903 -0.611 1.532
H 2.958 1.862 1.839
H 2.665 2.570 -0.421
H 1.898 1.019 -0.750
H 4.114 1.019 -1.620
H 4.086 -0.137 -0.292
H 5.360 0.103 1.422
H 5.038 1.707 2.105
H 6.614 1.361 1.376
*
```

Output
**Frontier orbital gap**: 6.3 eV
**LUMO energy**: 2.436 eV

***

Entry 2:
ORCA calculation (the ωB97M-V functional and the def2-TZVPD basis) on 2 unconnected molecules or ions with the total composition C6H9N2O2 in a non-equilibrium geometry.

Structure (ORCA input):
```
! wB97M-V def2-TZVPD RIJCOSX def2/J DEFGRID3
* xyz -1 1
C 1.901 -2.938 1.853
C 0.300 0.185 0.700
C 0.989 -1.616 1.623
C -0.272 -1.449 2.221
N 1.331 -0.668 0.714
N -0.755 -0.217 1.617
H 0.164 1.145 0.111
H -1.662 0.164 1.617
H -0.731 -2.082 2.991
H 2.622 -2.912 2.673
H 2.474 -3.288 1.001
H 1.228 -3.834 2.186
C -1.356 0.334 -2.243
C -0.759 1.939 -2.113
O -0.157 2.399 -3.103
O -0.851 2.389 -0.952
H -2.309 0.313 -1.695
H -0.654 -0.391 -1.849
H -1.938 0.047 -3.159
*
```

Output
**Frontier orbital gap**: 7.6 eV
**Energy above the lowest of the compared OMol25 structures with the same formula, charge and spin**: 2.3282 eV
**LUMO energy**: 3.308 eV

***

Entry 3:
ORCA calculation (the ωB97M-V functional and the def2-TZVPD basis) on 2 unconnected molecules or ions with the total composition CH5IN2O3 in a non-equilibrium geometry.

Structure (ORCA input):
```
! wB97M-V def2-TZVPD RIJCOSX def2/J DEFGRID3
* xyz 0 1
C -0.891 0.717 0.693
N 0.182 0.020 1.221
N 0.411 -1.351 0.781
O -0.002 1.373 -1.036
O 1.026 -1.127 -1.549
O 1.285 -1.541 -0.185
I -2.575 -0.320 0.102
H -1.037 1.629 1.215
H 1.149 0.434 1.168
H -0.451 -1.737 0.693
H -0.548 2.159 -1.365
H 1.449 -0.256 -1.738
*
```

Output
**Frontier orbital gap (spin up / spin down)**: 9.4 / 9.4 eV
**Energy above the lowest of the compared OMol25 structures with the same formula, charge and spin**: 0.9360 eV
**LUMO energy (spin up / spin down)**: -0.059 / -0.059 eV

***

Entry 4:
ORCA calculation (the ωB97M-V functional and the def2-TZVPD basis) on a molecular structure, C17H33NO3P2Ru in a non-equilibrium geometry.

Structure (ORCA input):
```
! wB97M-V def2-TZVPD RIJCOSX def2/J DEFGRID3
* xyz 0 5
Ru 0.357 0.905 -0.688
P 2.133 -0.257 -1.070
P -1.519 0.609 0.863
N -0.744 0.576 -2.037
H 0.554 -0.977 3.944
C 2.399 -2.074 -0.916
H 3.448 -2.340 -1.138
H 1.735 -2.579 -1.634
H 2.142 -2.388 0.106
C 3.642 0.491 -0.361
H 4.488 0.351 -1.047
H 3.876 0.046 0.611
H 3.442 1.560 -0.229
C 2.322 0.029 -2.877
H 3.386 0.010 -3.146
H 1.881 1.014 -3.091
H 1.778 -0.750 -3.429
C -2.340 -0.956 1.358
H -3.337 -0.732 1.771
H -1.743 -1.464 2.152
H -2.454 -1.608 0.483
C -1.633 1.667 2.340
H -2.100 1.108 3.153
H -2.187 2.586 2.143
H -0.599 1.874 2.597
C -2.953 1.347 -0.059
H -3.795 1.505 0.634
H -3.282 0.683 -0.869
H -2.660 2.313 -0.485
C -1.342 0.534 -3.213
C -2.244 -0.686 -5.088
C -1.704 -0.712 -3.826
C -1.547 1.771 -3.885
C -2.090 1.766 -5.156
C -2.438 0.535 -5.746
H -2.519 -1.625 -5.567
H -1.505 -1.616 -3.242
H -1.229 2.673 -3.353
H -2.235 2.704 -5.668
H -2.869 0.540 -6.738
C 1.116 -0.443 3.221
O 0.608 0.057 2.039
C 2.048 -1.516 2.681
H 2.667 -1.961 3.462
H 2.642 -1.077 1.847
H 1.390 -2.286 2.253
C 1.755 0.718 3.949
H 1.596 0.646 5.029
H 1.367 1.697 3.654
H 2.836 0.699 3.717
C -0.764 -1.965 6.066
C -1.433 -1.452 4.818
O -2.287 -0.547 4.914
O -0.991 -1.984 3.719
H -1.531 -2.408 6.698
H -0.307 -1.136 6.613
H 0.004 -2.724 5.852
*
```

Output
**Frontier orbital gap (spin up / spin down)**: 6.2 / 5.6 eV
**Energy above the lowest of the compared OMol25 structures with the same formula, charge and spin**: 0.6043 eV
**LUMO energy (spin up / spin down)**: -0.889 / -1.967 eV